Record 1
The following is a DFT calculation (ωB97M-V with the def2-TZVPD basis set) of the molecule C13H14N4O3.

Each line ends with the Mulliken charge.
Positions of all 34 atoms, in Å:
O: -2.621 2.702 0.001  -0.688
O: -0.522 -1.534 0.006  -0.668
O: -5.050 -1.133 -0.002  -0.653
N: -2.797 -1.308 0.000  0.098
N: 0.932 0.608 0.003  -0.167
N: 2.114 1.230 0.004  -0.401
N: -3.834 0.791 -0.002  -0.047
C: 5.783 -0.732 -0.004  -0.538
C: 5.721 0.653 -0.002  -0.535
C: -1.444 0.649 0.002  0.178
C: 4.609 -1.468 -0.004  -0.722
C: -1.572 -0.722 0.003  0.699
C: 3.381 -0.837 -0.001  -0.083
C: -2.945 -2.752 0.002  -1.043
C: -0.157 1.290 0.003  -0.211
C: -5.041 1.602 -0.005  -1.107
C: 4.500 1.296 0.001  -0.572
C: -2.623 1.488 0.000  0.023
C: -3.977 -0.571 -0.001  0.659
C: 3.316 0.556 0.001  0.779
H: -5.028 2.265 -0.869  0.318
H: -0.166 2.380 0.004  0.506
H: -3.564 -3.050 -0.844  0.321
H: 2.470 -1.415 -0.001  0.243
H: 0.290 -0.947 0.006  0.640
H: -5.899 0.936 -0.044  0.383
H: -3.444 -3.066 0.919  0.321
H: 6.739 -1.232 -0.007  0.376
H: -1.962 -3.205 -0.067  0.324
H: 6.630 1.235 -0.002  0.356
H: 4.650 -2.547 -0.006  0.360
H: -5.071 2.211 0.899  0.313
H: 4.452 2.376 0.003  0.307
H: 2.132 2.249 0.005  0.228

HOMO energy	-7.56	eV
SMILES string	Cn1c(O)c(/C=N/Nc2ccccc2)c(=O)n(C)c1=O
maximum force	1.1	eV Å⁻¹
energy above the lowest of the compared OMol25 structures with the same formula, charge and spin	0.0	kcal/mol
LUMO	0.02186	hartree
frontier orbital gap	8.16	eV

Record 2
The following is a DFT calculation (ωB97M-V with the def2-TZVPD basis set) of C13H15AsCl5N2O3RbS as an isolated structure.

Each line ends with the Mulliken charge.
Positions of all 41 atoms, in Å:
Rb: -0.502 0.472 -0.074  0.970
As: 1.870 -1.086 3.094  0.833
Cl: -5.853 0.281 -4.357  -0.215
Cl: -4.142 1.207 -1.887  -0.236
Cl: -2.016 -3.283 -5.714  -0.218
Cl: -4.783 -1.950 -6.254  -0.234
Cl: -0.276 -2.387 -3.257  -0.286
S: 2.474 -0.852 1.076  -0.652
O: -1.745 -0.274 4.290  -0.805
O: -1.661 2.760 0.356  -0.787
O: -0.712 -0.258 2.304  -0.447
N: -0.746 2.569 2.489  -0.558
N: 0.556 3.817 -0.642  -0.580
C: -2.288 -0.625 -2.671  -1.502
C: -1.874 -1.596 -3.535  0.934
C: -4.303 -0.449 -4.037  -0.527
C: 3.422 -1.722 4.075  -1.248
C: 0.607 -2.488 3.469  -1.055
C: -0.797 2.995 1.258  0.286
C: -1.848 1.728 2.937  -0.393
C: -3.511 -0.074 -2.956  1.035
C: -1.415 0.269 3.218  0.339
C: 0.402 3.858 0.819  -0.308
C: -3.833 -1.446 -4.890  0.684
C: -2.596 -2.035 -4.640  -0.523
C: 1.477 0.537 4.047  -0.854
H: -2.257 2.121 3.874  0.283
H: -0.034 -2.583 2.601  0.245
H: -0.017 -2.176 4.306  0.359
H: 1.003 1.258 3.379  0.070
H: 0.806 4.727 -1.002  0.202
H: 3.755 -2.651 3.616  0.344
H: 2.440 0.904 4.414  0.397
H: 3.171 -1.883 5.124  0.392
H: -2.661 1.690 2.198  0.261
H: 1.297 3.483 1.320  0.179
H: 4.202 -0.968 3.983  0.340
H: 0.799 0.309 4.867  0.366
H: -0.376 3.582 -0.992  0.256
H: 0.220 4.876 1.194  0.242
H: 1.183 -3.393 3.677  0.410

HOMO energy	-2.11	eV
net charge	-2
maximum force	1.5	eV Å⁻¹
energy above the lowest of the compared OMol25 structures with the same formula, charge and spin	3.5	kcal/mol
LUMO	0.15138	hartree
frontier orbital gap	6.23	eV

Record 3
The following is a DFT calculation (ωB97M-V with the def2-TZVPD basis set) of C13H15Cl2MnN5S2 as an isolated structure.

Each line ends with the Löwdin spin population.
Positions of all 38 atoms, in Å:
Mn: -0.164 0.222 -0.599  4.691
Cl: -2.817 -3.334 0.055  0.002
Cl: -0.451 -2.176 -1.252  0.046
S: 4.214 1.719 -1.180  0.005
S: -1.309 2.840 -4.234  0.006
N: 1.800 0.896 -0.946  0.039
N: -2.778 0.948 -2.989  0.008
N: -0.529 1.265 -2.380  0.045
N: -1.327 0.896 1.111  0.037
N: 3.293 -0.073 0.602  0.007
C: 3.029 2.350 -2.260  0.002
C: 0.317 2.976 -3.678  0.002
C: -0.979 -0.119 2.096  0.011
C: -1.083 -3.321 0.042  0.008
C: 0.567 2.065 -2.719  0.007
C: -1.563 -2.006 3.446  0.002
C: -1.584 1.565 -3.117  0.016
C: 3.011 0.743 -0.437  0.015
C: -0.248 -2.103 3.881  0.007
C: -1.937 -1.011 2.551  0.007
C: 0.340 -0.196 2.531  0.015
C: 0.699 -1.191 3.430  0.001
C: 1.821 1.817 -2.006  0.006
H: 1.714 -1.236 3.804  0.000
H: 0.032 -2.870 4.589  0.000
H: -3.517 1.190 -3.629  0.000
H: -0.693 -2.955 0.984  0.000
H: -2.309 -2.697 3.816  0.000
H: 3.303 3.065 -3.018  0.000
H: -1.042 1.821 1.430  0.004
H: 0.979 3.717 -4.093  0.000
H: 4.259 -0.241 0.838  0.000
H: -2.968 -0.926 2.230  0.000
H: -2.336 0.936 0.994  0.005
H: -2.786 -0.013 -2.684  0.001
H: 1.067 0.548 2.215  0.002
H: 2.656 -0.823 0.818  0.001
H: -0.682 -4.286 -0.243  0.001

HOMO energy (alpha / beta)	-14.14 / -14.13	eV
net charge	+2
maximum force	0.2	eV Å⁻¹
energy above the lowest of the compared OMol25 structures with the same formula, charge and spin	3.8	kcal/mol
LUMO (alpha / beta)	-0.19614 / -0.22794	hartree
multiplicity	6
frontier orbital gap (alpha / beta)	8.80 / 7.93	eV

Record 4
The following is a DFT calculation (ωB97M-V with the def2-TZVPD basis set) of the molecule C13H15N3O2.

Each line ends with the Mulliken charge.
Positions of all 33 atoms, in Å:
O: -0.891 3.039 -2.550  -0.293
O: -2.258 2.431 -0.899  -0.635
N: 1.438 0.050 -2.462  -0.551
N: -1.065 -1.346 -0.732  -0.480
N: 0.136 -2.770 0.590  0.192
C: -0.989 0.739 -1.784  0.213
C: 0.033 5.129 -2.899  -1.080
C: -0.290 -3.804 -0.397  -0.919
C: 1.727 -2.625 4.114  -1.150
C: -0.363 -1.468 0.379  0.636
C: -0.224 -0.429 1.425  -0.794
C: -1.414 2.126 -1.711  0.637
C: 0.371 0.469 -2.266  0.156
C: 0.558 -0.832 2.512  -0.448
C: 0.762 -3.098 1.767  0.067
C: 1.052 -2.182 2.816  0.162
C: -0.379 4.137 -1.849  -0.200
C: -1.666 -0.144 -1.095  -0.423
H: 1.489 -3.743 4.337  0.309
H: 0.546 3.840 -1.307  0.255
H: -1.016 4.572 -1.092  0.335
H: -2.547 0.159 -0.613  0.532
H: 1.233 -1.977 4.901  0.326
H: 1.213 -4.139 1.751  0.235
H: -1.293 -4.156 -0.299  0.317
H: -0.105 -3.377 -1.415  0.321
H: -0.591 5.106 -3.778  0.324
H: -0.489 0.590 1.313  0.459
H: 1.085 4.854 -3.281  0.265
H: 0.382 -4.747 -0.305  0.290
H: 0.674 -0.081 3.252  0.391
H: 0.059 6.251 -2.508  0.281
H: 2.822 -2.571 4.086  0.269

HOMO energy	-8.00	eV
SMILES string	CCOC(=O)/C(C#N)=C/N=c1\ccc(C)cn1C
maximum force	4.8	eV Å⁻¹
energy above the lowest of the compared OMol25 structures with the same formula, charge and spin	79.1	kcal/mol
LUMO	0.00527	hartree
frontier orbital gap	8.14	eV

Record 5
The following is a DFT calculation (ωB97M-V with the def2-TZVPD basis set) of C13H15N4S6SbSiTc as an isolated structure.

Each line ends with the Mulliken charge.
Positions of all 41 atoms, in Å:
Sb: -1.592 -12.695 -4.196  0.778
Tc: 2.062 -15.959 -4.790  0.288
S: -1.799 -15.056 -3.540  -0.247
S: 1.625 -14.244 -1.744  -0.061
S: 1.273 -16.134 -2.464  0.083
S: -0.158 -16.180 -4.011  0.081
S: 3.040 -14.038 -4.436  -0.284
S: 0.064 -12.552 -5.502  -0.371
Si: 4.805 -17.826 -4.104  -0.243
N: 5.648 -11.822 -3.636  -0.381
N: 2.609 -16.198 -6.826  0.145
N: 3.500 -17.197 -5.117  0.284
N: 3.786 -12.500 0.401  -0.334
C: 3.926 -17.541 -8.774  -0.481
C: 3.062 -16.505 -9.115  -0.745
C: 2.322 -15.850 -8.107  0.401
C: 6.387 -17.212 -4.768  -0.949
C: 4.823 -12.223 -2.936  -0.211
C: 3.806 -12.631 -0.731  -0.298
C: 4.492 -17.168 -2.454  -0.790
C: 2.944 -13.740 -2.747  1.010
C: 3.806 -12.896 -2.152  0.446
C: 3.500 -17.173 -6.511  0.613
C: 4.146 -17.916 -7.469  -0.474
C: 1.352 -14.751 -8.321  -1.174
C: 4.646 -19.667 -4.235  -1.136
H: 7.181 -17.409 -4.036  0.433
H: 0.410 -14.965 -7.845  0.295
H: 4.516 -18.000 -9.571  0.404
H: 4.498 -16.072 -2.587  0.084
H: 5.378 -17.392 -1.852  0.406
H: 4.811 -18.731 -7.200  0.394
H: 2.915 -16.290 -10.147  0.433
H: 4.994 -20.149 -5.140  0.362
H: 1.181 -14.562 -9.362  0.389
H: 5.215 -20.158 -3.461  0.391
H: 3.594 -19.960 -4.130  0.341
H: 3.615 -17.471 -1.916  0.314
H: 6.636 -17.739 -5.732  0.292
H: 6.299 -16.146 -5.000  0.321
H: 1.718 -13.863 -7.818  0.191

HOMO energy	-11.67	eV
net charge	+1
maximum force	2.0	eV Å⁻¹
energy above the lowest of the compared OMol25 structures with the same formula, charge and spin	0.0	kcal/mol
LUMO	-0.18768	hartree
frontier orbital gap	6.57	eV

Record 6
The following is a DFT calculation (ωB97M-V with the def2-TZVPD basis set) of the molecule C13H15N5.

Each line ends with the Mulliken charge.
Positions of all 33 atoms, in Å:
N: 1.735 -2.328 1.579  -0.149
N: -0.067 -0.684 -0.489  -0.231
N: 3.525 -1.216 2.235  -0.717
N: 1.860 0.066 -1.369  0.104
N: 3.579 0.395 0.326  -0.627
C: 1.316 -1.028 -0.609  0.278
C: -0.410 0.086 0.762  -0.529
C: -2.066 2.013 0.247  -0.268
C: -3.359 2.520 -0.076  -0.592
C: -3.068 -0.212 0.677  -0.394
C: 1.987 -1.325 0.592  -0.548
C: -4.314 0.326 0.353  -0.385
C: -4.476 1.662 0.024  -0.355
C: 2.983 0.735 -0.740  -0.161
C: 3.130 -0.648 1.032  0.756
C: -1.887 0.579 0.511  0.263
C: 2.734 -2.218 2.608  -0.221
C: 1.761 0.186 -2.870  -1.164
H: 2.841 -2.922 3.436  0.377
H: -0.417 -0.542 1.702  0.255
H: 1.399 -1.930 -1.238  0.208
H: -3.495 3.561 -0.132  0.375
H: -0.504 -0.153 -1.276  0.340
H: -1.226 2.667 0.508  0.326
H: 0.942 -2.881 1.692  0.191
H: 3.427 1.449 -1.471  0.422
H: -5.251 -0.280 0.267  0.286
H: 1.380 -0.775 -3.194  0.400
H: -5.450 1.998 -0.273  0.372
H: 2.783 0.152 -3.338  0.477
H: 1.238 1.073 -3.290  0.266
H: -2.987 -1.249 0.780  0.411
H: 0.354 0.921 1.033  0.237

HOMO energy	-7.73	eV
SMILES string	CN1C=Nc2nc[nH]c2[C@H]1NCc1ccccc1
maximum force	5.6	eV Å⁻¹
energy above the lowest of the compared OMol25 structures with the same formula, charge and spin	89.3	kcal/mol
LUMO	0.02544	hartree
frontier orbital gap	8.42	eV

> Among the records above, which one has the highest energy above the lowest of the compared OMol25 structures with the same formula, charge and spin?

C13H15N5